C3H8N4 | ωB97M-V/def2-TZVPD

Summary:
HOMO	-9.41	eV
SMILES string	[H]/N=C(\N)C/C=N\N
M	100.13	g mol⁻¹
DFT total energy	-338.0146	a.u.
multiplicity	1

Positions of all 15 atoms, in Å:
H -1.9360 1.5811 -1.8957
N -0.8436 1.4196 -1.7881
C -0.5661 0.7479 -0.6983
N -1.4584 0.6753 0.3325
C 0.9780 0.5270 -0.5460
C 1.2302 -0.9541 -0.4203
N 0.7488 -1.7716 0.4459
N 0.2312 -1.1018 1.6091
H -1.4111 -0.3479 0.7822
H -2.4470 0.9453 -0.2319
H 1.3099 0.8365 0.5260
H 1.3980 0.9860 -1.4295
H 1.5602 -1.6211 -1.2089
H 0.4805 -1.6477 2.5341
H 0.7254 -0.2744 1.9890

Results of the natural (NBO) charge analysis, in e, for atoms 1 through 4: H 0.3097; N -0.7053; C 0.4361; N -0.8330